No. 1
Below is a molecular structure, C30H20BrF6NO4PS2W at a distorted geometry, with properties calculated with the ωB97M-V functional and the def2-TZVPD basis.

Results
Charge   +1
Spin multiplicity   3
HOMO level (spin up / spin down)   -11.511 / -11.505 eV
ΔE to the lowest compared entry with this formula, charge and spin   165.4 kJ/mol
Lowest unoccupied orbital energy (spin up / spin down)   -0.1644 / -0.1870 hartree

Positions of all 66 atoms, in Å:
W  10.653559  7.284830  10.607528
Br  11.631668  5.064514  11.779697
C  13.446403  5.693716  11.860653
C  14.398224  4.904768  12.382519
C  15.765901  5.408629  12.561384
C  16.128201  6.519391  11.835452
C  15.074038  7.310483  11.308959
C  15.362826  8.666059  10.920956
C  14.391873  9.574758  10.532164
C  12.986186  9.111518  10.570446
C  12.655470  7.835161  10.981031
C  13.713443  6.951098  11.321986
H  14.216123  3.955399  12.875256
H  16.433208  4.734825  13.019792
H  17.089053  6.991160  11.825167
H  16.387472  8.871442  10.887499
H  14.505981  10.570615  10.129052
H  12.263895  9.757913  10.152891
C  11.007700  11.778200  15.244327
C  9.677360  11.621222  14.823610
C  9.386658  11.052817  13.589748
C  10.467911  10.579551  12.854228
C  11.769855  10.836434  13.198600
C  12.082268  11.407366  14.429247
P  9.901740  9.697916  11.341706
C  9.530116  10.874620  10.083056
C  10.385987  11.949680  9.871446
C  10.077810  12.842402  8.904535
C  8.923476  12.648495  8.173795
C  8.102719  11.526357  8.328459
C  8.362894  10.620942  9.325824
C  8.395460  8.786994  11.738826
C  7.100262  9.100337  12.098931
C  6.370954  8.117455  12.700074
C  6.857558  6.798888  12.904424
C  8.068071  6.409043  12.412313
C  8.869591  7.472914  11.840515
H  11.190562  12.179999  16.231838
H  8.952676  12.048113  15.517144
H  8.361367  10.848704  13.321037
H  12.611233  10.508981  12.550529
H  13.084348  11.536629  14.700437
H  11.228811  12.038826  10.499428
H  10.686052  13.725292  8.747725
H  8.760873  13.435606  7.454652
H  7.244866  11.431311  7.681257
H  7.672299  9.756613  9.594027
H  6.650572  10.030646  11.960710
H  5.403045  8.371561  13.090124
H  6.200860  6.020552  13.345565
H  8.399122  5.404783  12.519234
F  14.486081  15.480639  6.907021
C  14.405628  14.356365  7.640515
F  15.564394  14.189204  8.303606
F  13.324708  14.422300  8.479617
S  14.215822  12.833288  6.467233
O  13.968597  11.740508  7.392627
O  13.239061  13.282986  5.526463
N  10.215231  7.953713  8.847721
S  10.068858  6.629422  8.075096
O  9.051636  6.348143  7.175235
O  10.178422  5.674171  9.261848
C  11.806894  6.357532  7.246488
F  11.973037  7.041616  6.133128
F  11.855212  5.070847  6.948166
F  12.773205  6.689469  8.133790

Atoms 1-6, force components in eV/Å:
-1.067 0.610 -0.597
0.007 0.492 0.027
-0.087 -0.699 -0.307
1.998 0.065 1.789
-1.767 -0.200 -2.507
-1.429 -0.142 1.149

Now the Mulliken charges, all in e: W 1.3647; Br -0.0690; C 0.6905; C -0.3983; C -0.7742; C -0.8632; C 0.7132; C -0.8006; C -1.3637; C -1.3732; C -0.0821; C 1.1359; H 0.4031; H 0.4307; H 0.4471; H 0.4531; H 0.5684; H 1.1293; C -0.4824; C -0.8532; C -0.6943; C 1.0151; C 0.5127; C -0.9055; P 0.6868; C 1.0052; C -0.4899; C -0.8500; C -0.5724; C -1.0324; C -0.3166; C 0.2304; C -0.0117; C -0.8322; C -0.6557; C -0.9455; C -0.2550; H 0.3941; H 0.3962; H 0.2758; H 0.1588; H 0.5509; H 0.4846; H 0.4781; H 0.4020; H 0.4459; H 0.3724; H 0.6053; H 0.4292; H 0.3534; H 0.4638; F -0.1850; C 0.6458; F -0.1879; F -0.1603; S 0.6285; O -0.3237; O -0.4171; N -0.6111; S 0.8442; O -0.5729; O -0.7485; C 0.6836; F -0.1983; F -0.2202; F -0.1528


No. 2
Below is a molecular structure, C30H20N8O3Pt at a distorted geometry, with properties calculated with the ωB97M-V functional and the def2-TZVPD basis.

Results
Charge   +2
Spin multiplicity   1
HOMO level (spin up / spin down)   -13.132 / -13.132 eV
ΔE to the lowest compared entry with this formula, charge and spin   488.6 kJ/mol
Lowest unoccupied orbital energy (spin up / spin down)   -0.3200 / -0.3201 hartree

Positions of all 62 atoms, in Å:
Pt  -0.585392  0.447624  0.477888
C  3.416463  -3.863873  -2.546193
C  3.732096  -2.496237  -2.552982
C  3.228636  -1.684364  -1.574665
C  2.487747  -2.259755  -0.495443
C  2.152760  -3.652277  -0.525084
C  2.610347  -4.431965  -1.556972
N  2.131842  -1.425098  0.471596
C  1.908829  -1.828555  1.737875
C  2.537421  -2.969260  2.292578
C  2.428716  -3.258274  3.636566
C  1.706895  -2.409689  4.464195
C  1.111308  -1.252223  3.959570
C  1.218962  -0.951922  2.623083
N  0.579025  0.218189  2.110559
N  0.634099  1.213171  2.882474
C  -0.015410  2.340637  2.380835
C  -0.258090  3.422339  3.208634
C  -1.050869  4.481420  2.703192
C  -1.549455  4.414470  1.442938
C  -1.280954  3.273228  0.551205
N  -0.419420  2.283959  1.106991
H  3.781434  -4.490318  -3.350725
H  4.351282  -2.088730  -3.339854
H  3.434706  -0.622947  -1.544054
H  1.472591  -4.052134  0.213707
H  2.334949  -5.475612  -1.613701
H  3.201263  -3.550010  1.667213
H  2.935375  -4.119884  4.048180
H  1.620962  -2.629023  5.520027
H  0.546090  -0.601187  4.610263
H  0.121361  3.412340  4.219885
H  -1.251381  5.341855  3.326071
H  -2.145064  5.225161  1.042893
H  -0.909782  3.619481  -0.419073
O  -3.996984  2.218918  -6.584490
N  -2.982839  1.629601  -6.297456
O  -2.175856  1.186183  -7.084933
C  -2.692452  1.465802  -4.847340
C  -3.368237  2.300582  -4.021085
C  -3.151813  2.286316  -2.631777
C  -3.922231  3.141655  -1.787563
C  -3.670878  3.171946  -0.471828
C  -2.599743  2.350605  0.098010
N  -2.002923  1.338595  -0.749049
C  -2.188825  1.395108  -2.061955
C  -1.455277  0.514198  -2.972834
N  -0.534156  -0.278979  -2.420682
C  0.057117  -1.180322  -3.173887
C  -0.212664  -1.333755  -4.534704
C  -1.091657  -0.472436  -5.136400
C  -1.737891  0.508208  -4.356483
H  -4.087317  2.987659  -4.444474
H  -4.709192  3.740090  -2.227620
H  -4.239261  3.797209  0.204556
H  -2.918388  1.892504  1.035006
H  0.770132  -1.831162  -2.681041
H  0.274424  -2.111763  -5.105325
H  -1.290744  -0.542312  -6.191932
O  -0.752858  -3.540568  -1.002642
C  -0.834643  -2.509328  -0.426744
N  -0.868227  -1.496878  0.188813

Atoms 1-6, force components in eV/Å:
-0.076 0.205 -0.062
-0.022 0.005 0.027
0.000 0.049 -0.021
0.024 -0.032 -0.055
-0.171 0.048 0.082
0.027 -0.064 -0.039

Now the Mulliken charges, all in e: Pt 0.6294; C -0.3477; C -0.7372; C -0.2402; C 0.5509; C 0.0965; C -1.1519; N -0.2647; C 0.5099; C -0.4202; C -0.9918; C -0.5893; C -0.4650; C 0.3841; N 1.0054; N -0.8958; C 0.3859; C -0.4889; C -0.4949; C -0.7594; C 0.3848; N 0.0323; H 0.4593; H 0.4733; H 0.4826; H 0.6501; H 0.4419; H 0.6144; H 0.4362; H 0.4269; H 0.5263; H 0.4974; H 0.4530; H 0.5124; H 0.2436; O -0.5663; N 1.0108; O -0.5744; C -0.2448; C -0.7542; C 1.4003; C -0.8506; C -0.9701; C -0.0201; N -0.6102; C 0.1005; C -0.0547; N -0.1960; C 0.1048; C -1.1220; C -0.7099; C 0.7955; H 0.5811; H 0.5059; H 0.5613; H 0.2925; H 0.3467; H 0.4526; H 0.5440; O -0.6034; C 0.8390; N -0.6077


No. 3
Below is a molecular structure, C30H21ClFHgN3O4 at a distorted geometry, with properties calculated with the ωB97M-V functional and the def2-TZVPD basis.

Results
Charge   -1
Spin multiplicity   2
HOMO level (spin up / spin down)   -1.974 / -4.283 eV
Lowest unoccupied orbital energy (spin up / spin down)   0.0829 / 0.0829 hartree

Positions of all 61 atoms, in Å:
Hg  -0.476751  -3.136497  -0.382598
Cl  -1.518020  -1.342261  -7.117190
C  -1.524299  -2.148511  -5.566687
C  -1.108009  -3.475764  -5.493145
C  -1.110592  -4.110172  -4.275398
C  -1.483347  -3.461706  -3.074412
O  -1.494485  -4.151119  -1.964792
C  -1.875450  -2.077518  -3.173685
C  -2.178166  -1.222309  -2.048979
N  -1.947461  -1.540510  -0.813441
C  -2.208081  -0.771149  0.298792
C  -2.599748  0.580776  0.282903
C  -2.827903  1.262179  1.464248
C  -2.688912  0.635822  2.695689
C  -2.302737  -0.718404  2.769397
C  -2.140053  -1.410659  3.989484
C  -1.788122  -2.753489  3.976828
C  -1.562733  -3.380901  2.766286
N  -1.671990  -2.753299  1.586542
C  -2.050855  -1.441396  1.562054
C  -1.906818  -1.470033  -4.441124
H  -0.768777  -3.983687  -6.386405
H  -0.783665  -5.138900  -4.190315
H  -2.626116  -0.255222  -2.293414
H  -2.708490  1.098585  -0.661795
H  -3.131177  2.302647  1.425270
H  -2.868696  1.179603  3.615921
H  -2.288793  -0.880415  4.922487
H  -1.677590  -3.310346  4.898578
H  -1.278767  -4.426163  2.726656
H  -2.192444  -0.427315  -4.512178
C  2.495502  3.494402  -1.902066
C  2.828087  3.070944  -0.474608
C  2.471795  4.198655  0.488379
C  2.807472  3.805530  1.918295
C  2.111103  2.517869  2.262289
C  1.723905  2.253880  3.561108
C  1.152203  1.030841  3.877285
F  0.766713  0.814289  5.153520
C  0.999106  0.046297  2.943725
C  1.364260  0.302201  1.618200
C  1.259639  -0.787556  0.641753
O  0.996948  -1.931036  1.046485
C  1.484892  -0.397665  -0.725069
C  1.892496  0.867447  -0.996831
N  2.134468  1.834722  -0.077698
C  1.874629  1.561666  1.259771
C  1.346007  -1.311224  -1.952922
O  1.440298  -0.766909  -3.053582
O  1.155486  -2.552458  -1.733899
H  2.926395  4.478962  -2.081468
H  1.414637  3.554993  -2.037441
H  2.903631  2.813751  -2.646372
H  3.907083  2.882164  -0.403280
H  1.401265  4.409799  0.412365
H  3.016635  5.095620  0.191828
H  2.521716  4.590795  2.619659
H  3.889356  3.665425  2.014553
H  1.870111  2.999751  4.332387
H  0.600684  -0.927418  3.196627
H  2.032523  1.112399  -2.038569

Atoms 1-6, force components in eV/Å:
0.206 -0.933 1.135
-0.034 0.095 -0.135
0.006 -0.053 -0.054
-0.037 0.067 0.095
0.046 -0.014 0.026
-0.261 0.180 0.117

Now the Mulliken charges, all in e: Hg 1.2047; Cl -0.2927; C 0.2907; C -0.6082; C -0.5652; C 0.5738; O -1.0449; C 0.5880; C -0.0002; N -0.0516; C 0.5514; C -0.9395; C -0.8961; C -0.9575; C 1.0973; C -0.7925; C -0.5553; C -0.5392; N -0.6671; C 0.9613; C -0.9311; H 0.3783; H 0.3673; H 0.1597; H 0.2461; H 0.3653; H 0.3778; H 0.3979; H 0.3542; H 0.3686; H 0.3294; C -1.8229; C 0.5116; C -1.0067; C -1.1343; C 1.0723; C -0.7800; C 0.0697; F -0.4022; C -1.4173; C 0.2946; C 1.5125; O -0.9581; C -0.4987; C 0.2705; N 0.3655; C -0.2609; C 0.2000; O -0.7883; O -0.8367; H 0.4485; H 0.3678; H 0.5247; H 0.1406; H 0.3317; H 0.3887; H 0.4293; H 0.3405; H 0.4799; H 0.6783; H 0.7087


No. 4
Below is a molecular structure, C30H21MnN3O5PS, with properties calculated with the ωB97M-V functional and the def2-TZVPD basis.

Results
Charge   +1
Spin multiplicity   6
HOMO level (spin up / spin down)   -11.347 / -11.842 eV
Lowest unoccupied orbital energy (spin up / spin down)   -0.1449 / -0.1453 hartree

Positions of all 62 atoms, in Å:
Mn  0.184221  0.914665  1.400941
O  5.123569  4.126329  -2.738289
N  3.994089  4.512678  -2.957942
O  3.664542  5.285328  -3.827854
C  2.929239  4.036290  -2.047338
C  1.917617  4.896888  -1.818642
C  0.865584  4.545553  -0.913858
C  -0.214441  5.399454  -0.627712
C  -1.188800  4.986075  0.244403
C  -1.081139  3.717040  0.824127
N  -0.071995  2.900818  0.564615
C  0.899962  3.299735  -0.284670
C  1.990897  2.385408  -0.544946
N  1.954673  1.193966  0.100416
C  2.905286  0.307160  -0.136371
C  3.947980  0.554053  -1.033677
C  4.010894  1.761964  -1.678017
C  3.017597  2.732784  -1.433920
H  1.905067  5.854368  -2.320186
H  -0.263975  6.373781  -1.095946
H  -2.030980  5.615420  0.491067
H  -1.826059  3.346676  1.519045
H  2.838777  -0.636216  0.391195
H  4.695585  -0.206219  -1.205704
H  4.815719  1.973481  -2.363487
O  -1.330371  0.347330  4.994686
S  -0.981918  0.054508  3.648058
O  -1.665511  0.850352  2.591226
O  0.478971  0.182727  3.323125
C  -1.376840  -1.650670  3.316741
C  -1.798821  -2.398943  4.401652
C  -2.081476  -3.750651  4.249397
C  -1.927176  -4.351301  3.013576
C  -1.505525  -3.596103  1.927294
C  -1.234700  -2.236926  2.050056
P  -0.764416  -1.293881  0.550597
C  0.378568  -2.384643  -0.335643
C  1.407270  -3.009529  0.372020
C  2.389379  -3.715031  -0.303683
C  2.358382  -3.796180  -1.690573
C  1.343063  -3.170485  -2.397269
C  0.356318  -2.462847  -1.724899
C  -2.262869  -1.167214  -0.452709
C  -2.882209  -2.286477  -1.010432
C  -4.040892  -2.142674  -1.752139
C  -4.591693  -0.880861  -1.944130
C  -3.981431  0.235809  -1.396179
C  -2.818421  0.091615  -0.652980
H  -1.900993  -1.917043  5.363262
H  -2.414309  -4.327997  5.100792
H  -2.132607  -5.405461  2.886326
H  -1.372534  -4.084318  0.970393
H  1.437404  -2.956330  1.454342
H  3.173666  -4.210067  0.253074
H  3.121565  -4.352589  -2.217201
H  1.312105  -3.238114  -3.476346
H  -0.433748  -1.981785  -2.287788
H  -2.458527  -3.272660  -0.872768
H  -4.517776  -3.013549  -2.180818
H  -5.499035  -0.771328  -2.522405
H  -4.410828  1.217550  -1.542932
H  -2.355991  0.968275  -0.212965

Atoms 1-6, force components in eV/Å:
0.108 -0.040 -0.166
-0.006 -0.010 -0.052
-0.055 0.085 0.072
0.062 -0.054 -0.012
-0.026 0.054 -0.018
0.048 -0.156 0.043

Now the Mulliken charges, all in e: Mn 0.4317; O -0.5615; N 0.9399; O -0.5548; C 0.2776; C -0.9162; C 1.0774; C -0.5254; C -1.0366; C -0.0272; N -0.2747; C 0.0208; C 0.1611; N -0.4237; C -0.3180; C -1.1022; C -0.4729; C 0.4756; H 0.5306; H 0.4745; H 0.4435; H 0.5636; H 0.6822; H 0.4576; H 0.5638; O -0.6799; S 1.8076; O -0.6157; O -0.8326; C 0.0907; C -0.5783; C -0.6587; C -0.8364; C -0.2314; C -0.0880; P 1.8062; C 0.5294; C -0.7486; C -0.6526; C -0.5398; C -0.7409; C -0.7419; C 0.2602; C 0.0241; C -0.7789; C -0.5623; C -0.6400; C -0.2172; H 0.5725; H 0.4202; H 0.4415; H 0.2975; H 0.4997; H 0.4410; H 0.4348; H 0.4516; H 0.4482; H 0.2825; H 0.4259; H 0.4037; H 0.4278; H 0.1913


no.,electronic energy (Eh)
1,-5888.562193
2,-1937.542038
3,-2334.612909
4,-3586.661347